Record 1
Entry from the Open Molecules 2025 dataset: a structure of composition C26H20GeNO5SW at a distorted geometry (ωB97M-V/def2-TZVPD).

Computed properties:
<S²>: 0.7694
Energy above the lowest of the compared OMol25 structures with the same formula, charge and spin (eV): 1.802

ORCA input file:
```
! wB97M-V def2-TZVPD RIJCOSX def2/J DEFGRID3
* xyz 0 2
W 0.09 -0.40 0.33
Ge 0.17 -2.81 -1.95
S -0.03 -0.59 2.71
O 1.96 0.29 0.86
O -1.98 -0.36 -0.03
O -3.35 1.08 -1.16
O 0.01 0.78 -1.38
O -0.60 1.98 0.38
N 2.48 -0.10 2.03
C 0.37 -5.58 -0.92
C -0.03 -4.75 -1.96
C -2.67 -2.51 -2.42
C -1.32 -1.03 -3.72
C 3.82 -0.01 2.16
C 0.44 -2.22 -0.05
C -0.92 1.39 -0.67
C -0.72 -6.72 -3.19
C -3.82 -1.98 -2.98
C 4.00 -1.54 -4.45
C 0.24 -6.96 -1.00
C 1.86 -2.62 -4.30
C 2.79 -1.56 -2.37
C -1.41 -2.05 -2.78
C -2.30 0.73 -0.72
C -3.71 -0.96 -3.93
C -2.46 -0.49 -4.30
C 3.62 -0.78 4.40
C -0.59 -5.34 -3.10
C 2.97 -2.26 -5.05
C 3.91 -1.19 -3.11
C 1.75 -2.28 -2.96
C -0.31 -7.53 -2.14
C 1.67 -0.52 3.02
C 2.26 -0.87 4.24
C 4.42 -0.35 3.34
H 0.80 -5.15 -0.02
H 5.50 -0.28 3.43
H 4.71 -0.63 -2.64
H 3.04 -2.53 -6.09
H -0.41 -8.61 -2.21
H 4.07 -1.05 5.35
H -4.79 -2.34 -2.68
H 4.87 -1.26 -5.03
H 0.55 -7.58 -0.18
H -0.94 -4.72 -3.92
H -4.60 -0.53 -4.36
H -1.15 -7.16 -4.08
H -0.35 -0.64 -4.00
H 2.73 -1.27 -1.33
H -2.38 0.31 -5.03
H 1.61 -1.20 5.04
H 1.06 -3.18 -4.79
H 0.81 -3.08 0.50
H -2.77 -3.30 -1.68
H 4.33 0.34 1.27
*
```

Record 2
Entry from the Open Molecules 2025 dataset: a structure of composition C42H51N9O5STl (ωB97M-V/def2-TZVPD).

Computed properties:
E_tot (Eh): -3069.76733

ORCA input file:
```
! wB97M-V def2-TZVPD RIJCOSX def2/J DEFGRID3
* xyz 3 1
Tl -0.13 -1.82 -0.05
S -0.10 -0.10 -4.28
O -1.20 0.57 -3.67
O 1.18 -1.01 2.55
O -0.41 -3.70 -2.53
O 0.92 0.72 -1.18
O 0.57 0.68 -5.53
N 0.41 3.15 -0.05
N -6.06 0.68 -2.06
N -2.85 -0.28 3.31
N -2.22 -0.31 5.91
N 2.88 -2.34 0.55
N 1.75 -1.63 -2.95
N -2.32 -0.74 -0.91
N 0.38 -1.58 -2.99
N -0.16 0.32 4.38
C 0.59 3.56 -1.29
C 1.16 0.64 4.86
C -4.58 -1.15 -1.62
C 2.26 -0.70 3.07
C 3.56 -1.19 2.60
C -3.47 0.45 5.64
C -2.29 -1.66 5.35
C 2.51 -2.92 -2.83
C -3.80 1.10 -1.37
C -4.85 0.22 -1.69
C -0.67 3.48 2.15
C 1.68 1.37 -4.82
C 3.56 0.53 4.91
C 2.28 0.18 4.30
C 3.62 -2.89 -1.78
C -1.93 0.66 2.73
C 3.71 -2.15 1.49
C -3.33 -1.57 -1.22
C 1.47 0.62 -3.51
C -1.00 -2.62 -4.59
C -1.72 -3.64 -5.20
C 0.01 2.33 2.90
C 1.09 3.43 -3.68
C -2.58 0.57 -1.00
C 6.05 0.34 5.04
C 0.25 4.06 1.08
C 4.67 -0.84 3.29
C 3.23 -3.41 -0.38
C -1.25 -1.21 -6.54
C -0.34 -2.77 -3.28
C -3.90 0.25 4.17
C -2.20 -3.44 -6.49
C 1.47 2.84 -4.81
C -2.42 -1.58 3.80
C 1.05 1.37 -2.23
C 4.72 0.04 4.44
C -0.77 -1.43 -5.26
C -0.94 1.40 3.63
C 2.35 -0.51 -3.22
C 0.88 2.77 -2.39
C -1.96 -2.24 -7.15
C 1.70 3.55 -6.11
H -3.17 -2.31 3.49
H 3.43 -0.51 -3.31
H -1.61 3.18 1.69
H 1.18 1.26 5.74
H -1.88 -4.57 -4.68
H 4.63 -2.73 1.54
H 2.37 -4.07 -0.47
H 2.59 1.08 -5.35
H -6.79 0.05 -2.33
H 0.93 4.51 -3.69
H 1.23 4.28 1.51
H -5.34 -1.88 -1.86
H -1.51 1.93 4.41
H -0.87 0.05 5.16
H 5.62 -1.26 2.96
H -1.40 -2.21 5.64
H 0.54 2.15 0.11
H -2.33 -2.10 -8.16
H -2.54 1.43 2.24
H -0.90 4.29 2.85
H 1.43 4.60 -6.03
H 0.61 1.73 2.21
H 0.71 2.76 3.62
H 4.41 -3.53 -2.17
H -1.49 -1.88 3.29
H 0.49 4.63 -1.43
H 4.06 -1.89 -1.70
H 1.10 3.11 -6.91
H -3.12 -2.63 -1.15
H -3.93 2.17 -1.42
H -4.27 0.10 6.29
H -1.08 -0.27 -7.06
H -3.29 1.50 5.88
H -6.23 1.67 -2.16
H -4.72 -0.47 4.14
H -3.15 -2.22 5.75
H -1.36 0.17 1.93
H 5.96 1.03 5.88
H -2.75 -4.22 -6.98
H 3.54 1.18 5.78
H 6.52 -0.58 5.41
H -4.28 1.18 3.75
H -2.10 -0.36 6.92
H 6.72 0.77 4.30
H 1.78 -3.69 -2.60
H 4.06 -4.01 0.01
H -1.76 1.24 -0.77
H -0.15 5.00 0.70
H -0.06 -0.48 3.74
H 2.91 -3.10 -3.83
H 2.74 3.48 -6.41
*
```

Record 3
Entry from the Open Molecules 2025 dataset: a structure of composition C6H19Ba2F3NO5 at a distorted geometry (ωB97M-V/def2-TZVPD).

Computed properties:
E_tot (Eh): -1020.45140

ORCA input file:
```
! wB97M-V def2-TZVPD RIJCOSX def2/J DEFGRID3
* xyz 3 1
Ba -13.71 32.34 21.09
Ba -15.07 29.49 18.79
F -8.48 27.76 15.80
F -10.17 26.80 16.80
F -8.17 26.87 17.68
O -9.97 29.86 16.69
O -15.69 30.53 16.33
O -11.90 34.98 16.96
O -10.04 29.08 18.77
O -13.48 31.44 18.60
N -10.60 31.36 18.81
C -10.83 29.50 15.65
C -13.07 34.25 16.77
C -9.06 27.53 16.98
C -9.40 28.88 17.61
C -11.31 30.85 15.11
C -15.91 31.96 16.33
H -12.21 31.21 15.65
H -13.59 34.51 15.84
H -10.39 29.00 14.79
H -15.04 32.45 15.89
H -15.48 30.19 15.44
H -9.93 32.00 18.37
H -10.81 31.64 19.80
H -16.87 32.28 15.96
H -13.15 31.48 17.69
H -11.52 31.36 18.39
H -11.25 34.79 16.27
H -11.58 30.81 14.05
H -11.74 29.01 16.00
H -15.91 32.22 17.39
H -10.16 30.32 18.77
H -12.79 33.18 16.81
H -13.81 34.30 17.59
H -8.40 29.36 17.69
H -10.61 31.68 15.12
*
```

Record 4
Entry from the Open Molecules 2025 dataset: a structure of composition C22H35N7O6S4Sr at a distorted geometry (ωB97M-V/def2-TZVPD).

Computed properties:
Energy above the lowest of the compared OMol25 structures with the same formula, charge and spin (eV): 1.125

ORCA input file:
```
! wB97M-V def2-TZVPD RIJCOSX def2/J DEFGRID3
* xyz 2 1
Sr 0.05 -0.55 0.21
S 1.41 3.28 -4.42
S -1.11 -0.55 3.01
S 0.46 -6.45 -1.10
S 4.75 1.17 0.44
O 0.36 -5.95 3.38
O 0.10 0.58 -2.13
O 0.87 -0.65 -2.14
O 2.19 -6.83 2.64
O -0.01 -5.09 -1.27
O 0.20 -7.12 0.15
N 1.23 -2.89 0.79
N 2.24 0.98 0.02
N 0.83 1.55 -2.73
N -2.51 -0.43 -0.06
N -0.95 1.92 0.82
N 2.25 -4.84 0.60
N 1.31 -5.99 2.64
C 2.93 -5.96 -0.06
C -0.16 -7.45 -2.43
C 2.08 -3.61 0.07
C 1.42 -4.90 1.70
C 2.79 1.58 -1.09
C 2.71 -3.16 -1.20
C 0.80 -3.71 1.80
C -2.60 -1.35 2.32
C -0.84 1.57 -4.55
C 2.92 0.12 2.26
C 2.44 3.08 -3.06
C -1.60 1.20 3.18
C 2.23 -6.41 -1.34
C -3.16 0.84 0.30
C 2.03 2.07 -2.25
C -2.77 -1.59 0.81
C 0.14 -6.87 -3.80
C -2.25 2.05 0.14
C 0.38 2.05 -3.87
C 4.14 1.74 -1.04
C 3.16 0.73 0.92
C -0.94 2.22 2.26
H -0.87 0.48 -4.51
H -1.74 1.95 -4.05
H 0.10 -3.40 2.56
H 2.43 -5.75 -2.18
H -3.44 -0.79 2.72
H 3.73 -3.53 -1.30
H -1.23 -7.51 -2.22
H 3.67 -0.64 2.49
H 2.97 0.88 3.04
H 2.56 -7.42 -1.58
H -3.51 0.77 1.33
H -2.14 -2.41 0.47
H 1.94 -0.37 2.32
H 0.11 2.34 2.55
H 3.30 3.71 -2.94
H -2.82 2.92 0.50
H -2.05 2.21 -0.92
H -2.68 1.24 3.12
H -1.35 1.47 4.20
H -0.87 1.91 -5.58
H -1.44 3.17 2.48
H -2.76 -0.69 -1.01
H -0.25 -5.86 -3.88
H 2.12 -3.51 -2.05
H -4.06 1.01 -0.29
H -0.31 2.57 0.38
H 4.80 2.14 -1.79
H 2.71 -2.07 -1.24
H 1.21 -6.85 -4.01
H 3.96 -5.66 -0.28
H -0.33 -7.48 -4.57
H 0.26 -8.44 -2.27
H 2.96 -6.77 0.66
H -2.64 -2.33 2.80
H -3.81 -1.94 0.72
*
```